Entry one
The following is a quantum chemistry calculation of a cluster of 8 separate species, H16O8 in total, from the OMol25 dataset.

- gap between HOMO and LUMO (Ha) = 0.37702
- multiplicity = 1

Last column: Löwdin charge in e.
CARTESIAN COORDINATES (ANGSTROEM)
O 2.75039 -2.10378 -1.19644  -0.0631
H 2.42601 -1.23810 -0.91062  -0.0063
H 2.48968 -2.26754 -2.09351  0.0266
O -1.86006 1.41375 0.34856  -0.0139
H -1.54772 2.01563 -0.28963  0.0223
H -1.59905 1.74933 1.20653  0.0178
O 0.07651 -3.08264 -0.84543  -0.0474
H 0.70489 -2.40296 -1.04639  -0.0370
H -0.66742 -2.79669 -1.33689  -0.0122
O 1.17616 -0.01983 -0.36428  -0.0151
H 0.89275 0.04263 0.50032  -0.0453
H 0.73796 0.68799 -0.85009  0.0204
O -2.15293 -1.06287 -0.66147  -0.0610
H -1.96646 -0.20264 -0.28693  -0.0391
H -2.96596 -1.40317 -0.28241  0.0405
O -0.42288 2.43896 2.57301  -0.0348
H -0.12023 2.85857 3.34234  0.0208
H 0.17327 1.67418 2.44271  0.0245
O 0.09424 2.02042 -2.29692  -0.0490
H 0.66909 1.83543 -3.02338  0.0362
H -0.69721 1.49100 -2.59693  0.0873
O 0.66194 -0.27069 2.29693  -0.0327
H 1.05526 -0.34522 3.18166  0.0843
H 0.09177 -1.03180 2.18924  0.0764


Entry two
The following is a quantum chemistry calculation of a cluster of 8 separate species, H16O8 in total, from the OMol25 dataset.

- gap between HOMO and LUMO (Ha) = 0.37655
- multiplicity = 1

Last column: Löwdin charge in e.
CARTESIAN COORDINATES (ANGSTROEM)
O 0.56522 -0.32647 0.50915  -0.0662
H 1.31360 -0.19566 1.10227  0.0377
H -0.06945 0.34625 0.78050  0.0257
O 3.91345 -2.57766 1.61098  -0.0664
H 2.99907 -2.79668 1.82294  0.0337
H 4.42478 -3.28554 2.01894  0.0321
O -5.07515 -0.46019 0.84272  -0.0522
H -4.33460 0.09414 0.57200  0.0314
H -5.37074 -0.06803 1.67207  0.0434
O -0.52848 -1.89409 -1.04211  -0.0714
H -1.26656 -1.29755 -1.21051  0.0149
H -0.44447 -2.39950 -1.85850  0.0428
O 2.94885 3.69688 -0.95356  -0.0594
H 2.53328 2.88453 -1.26399  0.0313
H 2.21468 4.31389 -0.85724  0.0271
O -3.61871 -2.36512 -1.21131  -0.0564
H -3.51011 -1.53515 -0.73346  0.0023
H -4.25404 -2.85949 -0.68128  0.0419
O -1.73757 4.64382 0.57367  -0.0581
H -0.90868 5.13517 0.59628  0.0313
H -1.51231 3.78638 0.95190  0.0266
O 3.70808 -1.08315 -0.76678  -0.0589
H 4.00552 -1.57536 -1.54025  0.0362
H 4.00434 -0.18142 -0.93445  0.0304


Entry three
The following is a quantum chemistry calculation of a cluster of 8 separate species, H16O8 in total, from the OMol25 dataset.

- gap between HOMO and LUMO (Ha) = 0.31575
- multiplicity = 1

Last column: Löwdin charge in e.
CARTESIAN COORDINATES (ANGSTROEM)
O 1.00794 0.58696 0.45594  -0.1292
H 0.49713 0.15803 1.15170  0.0303
H 1.60211 -0.10374 0.14149  0.0345
O 0.83721 -1.82583 -2.94586  -0.0701
H 1.44727 -2.54926 -3.12877  0.0659
H -0.03499 -2.22225 -3.05127  0.0606
O 2.06244 -2.11439 4.25575  -0.0643
H 2.26567 -1.17222 4.25227  0.0321
H 1.45553 -2.22065 4.99694  0.0326
O -3.28965 1.94876 -0.91405  -0.0520
H -2.38033 1.82466 -1.20854  0.0193
H -3.67827 2.51914 -1.58683  0.0444
O 0.99936 4.00943 -1.21268  -0.0548
H 0.46821 4.56431 -1.79489  0.0293
H 0.62164 3.12907 -1.31889  0.0183
O 0.46741 -0.79675 -1.18744  -0.1207
H 1.01411 -0.35366 -1.84607  0.0659
H -0.40901 -0.82066 -1.58781  0.0526
O -0.90888 -3.07063 0.90501  -0.0547
H -0.06366 -2.91226 0.46967  0.0243
H -1.56279 -2.88973 0.22043  0.0266
O -0.96484 1.30823 1.00694  -0.0696
H -1.67335 1.95701 1.08500  0.0504
H -1.25722 0.72599 0.29666  0.0286


Entry four
The following is a quantum chemistry calculation of a cluster of 8 separate species, H16O8 in total, from the OMol25 dataset.

- gap between HOMO and LUMO (Ha) = 0.43657
- multiplicity = 1

Last column: Löwdin charge in e.
CARTESIAN COORDINATES (ANGSTROEM)
O -1.34305 1.97932 0.21870  -0.0943
H -1.76163 1.27313 -0.36591  0.0477
H -0.54328 2.32527 -0.28225  0.0556
O -2.14808 -0.36391 -1.14463  -0.0791
H -2.03939 -0.96829 -0.37685  0.0172
H -3.01745 -0.62238 -1.47478  0.0770
O -0.48203 0.48585 2.23254  -0.0811
H -0.77937 1.10962 1.49081  0.0295
H -0.75475 0.95741 2.99933  0.0485
O -1.24749 -1.87212 0.82563  -0.0770
H -0.92566 -1.19970 1.49799  0.0490
H -0.39517 -2.22575 0.49945  0.0341
O 0.50567 -0.53937 -2.00650  -0.0949
H -0.51249 -0.66985 -2.00894  0.0743
H 0.80491 -1.26575 -1.42637  0.0006
O 2.02366 0.36448 1.11772  -0.0617
H 1.33063 0.52114 1.78662  0.0323
H 1.85596 1.00380 0.39332  0.0217
O 1.18922 1.91172 -1.05694  -0.1672
H 0.93139 0.91381 -1.35342  0.0617
H 1.70606 2.28222 -1.85072  0.1028
O 1.52285 -1.93268 -0.04158  -0.0966
H 1.70961 -1.03941 0.35979  0.0091
H 2.36989 -2.42857 -0.03301  0.0907


The winner here is entry four, beating the second structure by 0.0539 hartree.


Entry one
The following is a quantum chemistry calculation of a cluster of 8 separate species, H16O8 in total, from the OMol25 dataset.

- gap between HOMO and LUMO (Ha) = 0.38979
- multiplicity = 1

Last column: Löwdin charge in e.
CARTESIAN COORDINATES (ANGSTROEM)
O -0.34330 0.23517 0.45029  -0.0593
H -0.80136 1.10044 0.37720  0.0836
H 0.54661 0.48905 0.60798  0.0266
O 2.78385 -2.40132 -0.84957  -0.0404
H 3.05106 -3.24359 -0.39315  0.0708
H 2.02434 -2.24808 -0.35495  -0.0201
O -2.66355 -1.17309 3.98956  -0.0564
H -1.69043 -1.38503 3.87175  0.0693
H -2.57943 -0.25508 3.95118  -0.0145
O -2.81677 -2.83003 -2.71537  -0.0389
H -2.76769 -2.75503 -1.79346  -0.0076
H -2.56024 -1.91375 -2.93103  0.0463
O 2.08202 4.25088 -0.52694  -0.0615
H 2.83634 3.63672 -0.22000  0.0839
H 1.30365 4.01254 -0.10109  -0.0255
O 0.42280 1.11846 -1.56299  -0.1242
H 1.24611 0.76594 -1.17132  0.0329
H -0.39005 0.67535 -1.12681  0.0427
O 5.17514 -0.88601 1.07411  -0.0150
H 4.94813 -1.79592 1.28426  0.0354
H 4.43791 -0.38718 1.23516  -0.0300
O -4.57787 1.72069 -0.19355  -0.0386
H -5.33960 2.10582 0.14929  -0.0062
H -4.76392 0.91975 -0.70935  0.0467


Entry two
The following is a quantum chemistry calculation of a cluster of 8 separate species, H16O8 in total, from the OMol25 dataset.

- gap between HOMO and LUMO (Ha) = 0.40053
- multiplicity = 1

Last column: Löwdin charge in e.
CARTESIAN COORDINATES (ANGSTROEM)
O -0.35944 0.93555 -0.09769  -0.0566
H 0.11186 1.56392 -0.66275  0.0115
H 0.03226 0.07278 -0.31025  0.0051
O 1.56771 2.64068 -1.63797  -0.0397
H 2.41689 2.18774 -1.67788  0.0664
H 1.79058 3.56411 -1.47048  0.0655
O 0.96007 -1.69438 -0.45677  -0.0485
H 0.39377 -2.38923 -0.83007  0.0537
H 1.80413 -1.77524 -0.91471  0.0752
O -0.35310 4.04582 -3.53186  -0.0585
H -0.59521 4.78140 -2.96197  0.0319
H 0.22201 3.47942 -3.00039  -0.0112
O -1.82160 -2.26197 -0.99818  -0.0612
H -2.67274 -2.66863 -0.80714  0.0503
H -1.72436 -1.61886 -0.28024  0.0096
O -0.44687 0.64999 2.84212  -0.0603
H -0.32320 0.79158 1.88918  -0.0031
H -0.58912 1.53453 3.18952  0.0416
O -1.83364 -1.83412 1.98555  -0.0516
H -1.10632 -1.19651 2.04361  0.0006
H -1.43142 -2.65402 1.68186  0.0267
O 1.53303 -2.55996 2.28402  -0.0621
H 1.09618 -3.41578 2.30704  0.0304
H 1.32854 -2.17881 1.41543  -0.0158


The winner here is entry two, beating the second structure by 0.1023 hartree.


Entry one
The following is a quantum chemistry calculation of a cluster of 8 separate species, H16O8 in total, from the OMol25 dataset.

- gap between HOMO and LUMO (Ha) = 0.37232
- multiplicity = 1

Last column: Löwdin charge in e.
CARTESIAN COORDINATES (ANGSTROEM)
O -0.28034 0.15804 -0.96280  -0.0840
H -0.16564 0.30770 -1.90802  0.0654
H -0.47685 -0.78323 -0.89655  0.0525
O -1.39830 3.51835 -1.17865  -0.0627
H -1.71637 3.88729 -0.34696  0.0341
H -0.47235 3.31413 -1.00572  0.0263
O -2.49259 -0.20450 2.09901  -0.0522
H -2.56944 -0.29950 1.14295  0.0154
H -3.40228 -0.25474 2.41355  0.0373
O 3.80614 -2.74501 0.22636  -0.0461
H 3.16134 -2.13824 0.60722  0.0176
H 4.32325 -3.04304 0.98318  0.0467
O -4.98186 -2.08515 -0.69025  -0.0527
H -5.16704 -2.45077 0.18212  0.0345
H -4.19333 -1.54725 -0.55652  0.0178
O 0.81778 1.21975 0.72594  -0.1135
H 0.06846 0.61357 0.71913  0.0287
H 1.57301 0.65677 0.93008  0.0305
O 1.47396 -1.49906 -1.65432  -0.0422
H 1.69797 -0.60584 -1.93885  0.0500
H 2.04618 -1.65351 -0.89426  0.0093
O 2.71426 2.14621 0.38562  -0.0819
H 3.34614 1.41854 0.37114  0.0379
H 2.28791 2.06948 1.24662  0.0310


Entry two
The following is a quantum chemistry calculation of a cluster of 8 separate species, H16O8 in total, from the OMol25 dataset.

- gap between HOMO and LUMO (Ha) = 0.38625
- multiplicity = 1

Last column: Löwdin charge in e.
CARTESIAN COORDINATES (ANGSTROEM)
O 0.05529 1.22717 2.40754  -0.0495
H 0.22729 0.34217 2.80354  0.0751
H -0.91771 1.28317 2.50254  0.0850
O -0.33371 -0.00983 -0.09346  -0.1103
H -0.19571 0.40217 0.79454  0.0379
H -0.05571 0.69317 -0.70346  -0.0131
O 1.79629 -1.83083 1.65754  -0.0384
H 1.28529 -1.91683 2.47254  0.0561
H 1.26829 -2.17683 0.93854  0.0126
O 0.52129 1.66117 -1.84746  0.0178
H -0.25771 1.41417 -2.32546  0.0532
H 1.19629 1.19317 -2.31646  0.0666
O 1.05929 -2.17383 -1.07146  -0.0083
H 0.61329 -1.38183 -0.84746  -0.0381
H 1.24729 -2.05783 -1.97246  0.0228
O -2.43071 -1.39783 -1.08146  -0.0480
H -1.62971 -0.89983 -1.03946  -0.0487
H -2.86571 -1.02883 -1.86846  0.0432
O 2.55529 0.78617 0.88154  -0.0788
H 2.46329 -0.17483 0.98354  -0.0062
H 1.84429 1.30017 1.30354  0.0088
O -2.44971 1.88017 -0.31746  -0.0363
H -1.84671 1.16917 -0.29246  -0.0565
H -3.14971 1.69717 -0.96846  0.0531


Entry three
The following is a quantum chemistry calculation of a cluster of 8 separate species, H16O8 in total, from the OMol25 dataset.

- gap between HOMO and LUMO (Ha) = 0.32524
- multiplicity = 1

Last column: Löwdin charge in e.
CARTESIAN COORDINATES (ANGSTROEM)
O -0.57051 0.70882 -1.00789  -0.0360
H -1.03908 -0.02270 -1.34643  0.0021
H -1.33273 1.32894 -0.89562  0.0974
O 0.16374 -1.51997 1.66254  -0.0256
H 0.61302 -1.79962 0.92101  -0.0373
H 0.73775 -1.58279 2.43354  0.0480
O -0.47889 2.30370 2.22293  -0.0709
H -0.31032 3.29815 2.20957  0.0875
H -1.27014 2.31968 1.77198  -0.0192
O 0.65112 1.96823 0.46873  -0.1169
H 1.04607 1.16983 0.59295  -0.0500
H 0.50831 1.85882 -0.49759  0.0431
O 3.00635 1.11679 0.89340  -0.0881
H 2.43112 1.42630 1.67865  0.0907
H 3.69648 1.77612 0.86014  0.0317
O -0.70857 -2.59444 -0.78666  -0.0307
H -1.46772 -2.02427 -0.78018  -0.0071
H -0.18203 -2.32561 -1.57420  0.0530
O 1.63015 -1.29335 -3.24426  -0.0198
H 2.38980 -1.15270 -3.80828  0.0427
H 1.99343 -1.57006 -2.44621  -0.0059
O -3.85313 -0.79922 -0.03440  -0.0596
H -3.23034 -1.45416 0.26349  0.0109
H -3.30576 -0.37053 -0.77792  0.0600


The winner here is entry two, beating the second structure by 0.0868 hartree.